Entry 1:
92
Properties=species:S:1:pos:R:3:forces:R:3 method="wB97M-V/def2-TZVPD" s2=6.04 gap_ev="5.6 / 5.6" total_charge=+2 mol_weight_da=769.679 spin_multiplicity=5 e_tot_ev=-157854.3160
H 1.1784 4.0901 3.8374 0.03 0.04 -0.05
C -1.3613 2.2176 -1.4570 -0.09 0.08 -0.04
N 1.4278 0.1658 -2.2633 0.68 0.43 -0.89
H -0.3801 3.3169 2.1121 0.00 -0.03 0.07
P -0.4930 0.8791 0.6751 -0.30 -0.09 0.21
C -2.8541 -0.4380 0.4133 -0.04 -0.18 -0.03
H 2.3964 0.9053 2.0246 0.05 -0.03 -0.01
C -0.5718 -3.8064 3.1737 0.31 0.10 -0.04
H -5.7511 -0.0150 0.9843 -0.06 -0.02 0.03
Mn 0.9948 -1.6828 -0.8729 -0.30 1.24 0.81
N 0.0750 -0.4577 0.0699 0.04 -0.02 0.01
H 3.0324 2.2798 4.4501 0.02 -0.03 0.05
H 1.5554 2.3528 5.3912 0.03 0.04 0.00
H -1.0436 -4.1037 4.0986 -0.04 -0.02 0.02
C -2.8546 1.5170 1.9327 -0.04 0.11 0.12
H -2.9266 -4.7245 -0.1761 -0.04 -0.03 0.03
H 1.7144 -2.0535 -6.6327 0.01 -0.03 -0.04
C 0.4861 -2.4555 -4.9178 -0.07 -0.03 0.21
C -3.8675 -0.9879 1.4050 0.00 0.08 -0.13
C 1.6127 0.6913 4.0147 0.09 0.07 -0.10
H 1.0550 5.1229 -1.0340 0.01 0.07 0.03
C -2.3427 -4.1936 -0.9121 0.11 0.12 0.13
C 0.6720 3.1101 -0.4109 0.09 0.17 0.02
H 1.3164 2.9744 0.4582 0.02 -0.01 -0.08
H -1.1255 1.3293 -2.0632 -0.11 0.01 -0.01
H 0.6744 0.3900 4.4846 -0.01 -0.08 -0.01
H -2.3954 2.1276 -1.1133 0.02 -0.05 -0.08
H 6.0219 -0.1487 -0.0610 0.02 0.00 0.07
H -3.3862 -0.0874 -0.4829 0.02 -0.07 -0.06
C 0.0739 2.5848 2.7828 -0.02 0.24 0.15
C -1.7684 -3.7465 -3.1947 0.09 0.15 -0.04
H 1.2499 2.8137 -1.2949 0.13 -0.01 -0.03
H 4.1124 -1.4670 0.7587 0.04 -0.08 0.00
C 1.4681 0.5600 2.5048 0.01 -0.20 0.09
C -1.2818 -3.7942 1.9848 -0.02 0.09 -0.42
C 1.3319 -3.0403 1.9526 -0.11 -0.03 -0.18
H -1.9154 4.7459 -0.6973 -0.01 0.00 0.01
N 0.3280 1.3482 2.0431 -0.03 -0.33 -0.60
C 1.3725 3.1250 3.3707 -0.10 -0.07 0.05
H -2.1304 -1.1901 0.0987 -0.16 0.05 0.02
N 0.6548 -2.9939 0.8068 -0.36 -1.10 0.92
H -3.4922 -4.8717 -2.5917 -0.03 -0.05 0.00
H -1.8929 -3.9301 -4.2511 -0.05 -0.02 -0.04
H -4.4719 1.8837 0.5798 -0.02 0.04 0.01
C 0.7667 -3.4423 3.1507 -0.19 -0.06 0.09
N 3.3341 1.5262 -3.3505 0.43 0.28 -0.11
H -4.3346 -1.8879 1.0012 0.00 -0.06 0.03
N -0.5062 -2.7747 -1.4293 -1.42 -1.35 -0.48
C 5.0667 -0.0454 -0.5530 0.57 0.80 -0.60
C 1.9521 2.1415 4.3978 -0.02 -0.02 -0.06
H -5.3494 -0.0874 2.6905 -0.05 0.03 0.00
H 3.8182 -2.0650 -5.2888 0.07 -0.03 0.02
H -4.8636 2.1691 2.2695 -0.02 0.07 -0.06
H 2.0897 3.2917 2.5629 0.00 0.06 -0.01
H 2.3747 -2.7524 1.9084 0.00 0.04 0.01
H 1.3689 -3.4699 4.0455 0.03 0.01 0.06
H 2.3910 0.0126 4.3648 -0.01 -0.05 0.06
Se 1.6499 1.2108 -3.7114 0.25 -0.45 1.04
H -1.0428 5.6150 -1.9475 -0.06 0.06 0.05
C 4.9368 0.8051 -1.6288 0.40 -0.38 0.56
H -2.3242 -4.0761 1.9555 -0.04 -0.03 0.03
N -0.5000 2.2648 -0.2703 0.01 -0.55 0.35
H -2.0934 3.6086 -2.9170 0.05 -0.03 -0.07
H 3.6683 -2.3827 -2.8335 -0.01 0.10 0.03
H -2.4680 2.5345 1.8517 -0.06 0.01 0.03
N 1.6175 -2.5392 -2.8019 -0.27 -0.08 -0.17
N -2.1056 0.6480 1.0283 0.59 -0.18 -0.39
C -2.6381 -4.2990 -2.2623 0.16 0.13 0.03
H -0.6273 2.3950 3.6040 -0.05 0.09 -0.07
C 2.6169 0.0933 -1.6689 -0.51 1.04 -0.94
C 1.6892 -2.2170 -5.5648 0.03 -0.03 0.17
C 2.7726 -2.3746 -3.4435 0.18 0.00 -0.08
C 3.6748 0.8689 -2.2490 -0.82 -0.11 -0.26
C -1.2427 -3.4407 -0.5189 0.10 0.31 -0.63
C -1.2109 3.4942 -2.2873 -0.09 -0.01 0.18
C -4.3409 1.4948 1.5922 0.08 -0.04 0.04
H 0.1019 5.0133 0.4408 0.05 0.04 0.03
N 2.7672 -0.7434 -0.6157 1.48 -0.08 0.33
H -3.3396 -1.2639 2.3212 0.02 -0.05 0.02
C -1.0514 4.6967 -1.3627 0.08 -0.03 -0.13
C -0.6395 -3.4021 0.8181 0.46 0.14 0.69
C 2.8580 -2.2084 -4.8168 -0.09 -0.01 0.00
C 0.4849 -2.6268 -3.5410 0.38 0.08 -0.27
H -0.3418 3.4223 -2.9489 -0.03 0.05 -0.03
C -0.6873 -3.0106 -2.7390 -0.27 -0.05 0.36
H -0.4445 -2.4950 -5.4642 -0.03 -0.02 -0.05
H -2.7157 1.1844 2.9687 0.02 0.09 0.03
H 1.3060 -0.4756 2.1977 0.06 0.14 0.11
C 3.9869 -0.8011 -0.0836 -1.45 -0.26 -0.13
C 0.2456 4.5766 -0.5475 0.03 -0.13 -0.02
H 5.7626 1.3912 -2.0024 0.09 0.01 -0.03
C -4.9320 0.0796 1.6973 0.08 -0.02 0.05

=====

Entry 2:
88
Properties=species:S:1:pos:R:3:forces:R:3 method="wB97M-V/def2-TZVPD" s2=2.03 gap_ev="6.0 / 6.1" total_charge=+1 mol_weight_da=762.625 spin_multiplicity=3 e_tot_ev=-51305.2857
C -1.4353 1.5211 -2.5672 -0.07 -0.26 0.09
C -3.1974 2.6855 -0.7257 -0.01 -0.11 -0.03
C -1.9263 -4.5666 3.1030 0.02 -0.05 0.03
H 5.2635 0.1118 2.0947 -0.03 0.05 0.05
H -4.6432 1.2507 -1.4225 0.00 0.03 0.01
N -1.4200 0.3937 -1.7085 0.01 -0.11 -0.14
H -0.2949 -4.7778 -1.1969 0.02 -0.01 -0.02
H -3.6158 -1.0619 -0.3706 0.00 0.04 0.00
H 2.5602 1.9555 4.3233 0.00 0.00 -0.01
H 3.0006 -3.8575 0.3441 -0.01 -0.01 0.00
H -1.8766 4.3367 -0.3106 -0.04 -0.01 0.01
C -2.7382 3.9871 -0.8653 0.02 0.06 -0.06
H 5.0203 2.3680 3.2443 -0.01 -0.02 0.00
H 3.1760 -4.9767 -2.5746 0.00 0.02 0.01
H -0.5605 2.5361 0.5151 -0.06 0.08 -0.01
H 2.5418 -5.4925 -0.1614 -0.01 0.02 0.00
C 2.1411 1.8120 3.3284 0.04 0.01 -0.04
C -4.4102 4.4311 -2.5415 0.01 -0.05 0.01
C -3.7132 1.3409 1.2740 0.03 -0.10 0.02
C -1.5641 -3.3952 2.4531 0.21 0.07 0.07
N -2.0332 0.4339 -0.3893 -0.41 0.24 0.22
C -0.1430 3.4846 -3.3375 0.03 -0.19 -0.03
C -3.5382 -3.4975 1.1098 -0.04 0.01 -0.03
C 2.8439 -3.9486 -2.4135 0.02 0.00 -0.02
H -1.2850 -4.9802 3.8731 -0.02 0.01 -0.02
H 5.5619 -0.8381 0.6373 0.00 -0.01 0.00
H -0.8985 3.7176 -4.0767 0.01 -0.01 0.00
O 1.7542 0.7387 0.9240 -0.31 -0.09 -0.07
C -3.9088 -4.6660 1.7463 0.01 -0.02 0.01
N -0.6322 -1.0826 1.1792 -0.41 -0.17 0.22
H -1.7539 3.2132 1.5961 0.03 0.04 0.00
H -2.2198 1.6352 -3.3003 -0.05 0.01 0.08
C -4.8804 3.1292 -2.4025 0.01 0.04 -0.01
C -3.1023 -5.1989 2.7487 -0.01 0.00 0.00
H -3.3666 0.6407 2.0351 0.00 0.03 -0.01
C 1.7070 2.8177 -1.4049 -0.21 -0.22 -0.03
H -4.5847 0.9186 0.7785 0.00 -0.01 0.01
C -0.3355 2.2977 -2.5312 0.20 0.12 0.15
N 3.9666 0.4754 0.4735 0.23 -0.02 -0.04
C -2.6042 1.7123 0.2848 0.02 -0.02 0.03
H 4.8050 2.6835 1.5135 0.03 -0.05 -0.07
N -0.3533 -2.7482 2.7710 -0.18 -0.23 0.08
H 2.4290 2.5453 -0.6481 -0.01 -0.04 0.05
H 1.0660 -1.3282 2.2835 -0.02 0.02 0.02
N 3.2385 1.5762 2.3981 0.04 0.07 -0.02
H 0.2715 -3.1746 3.4344 -0.01 -0.01 0.00
H -5.7117 2.7831 -3.0037 0.01 0.01 0.01
H -4.8754 5.1066 -3.2473 0.00 -0.01 0.01
C 1.6956 -3.9218 -1.3983 -0.10 0.00 -0.03
W 0.0467 0.3651 -0.3108 0.70 -0.07 -0.61
H 2.7663 4.5491 -1.9600 -0.02 0.01 -0.02
C 3.7611 0.0478 -0.9094 0.02 -0.05 0.04
H 1.4677 0.9612 3.3521 0.00 -0.04 -0.01
C -2.3628 -2.8360 1.4623 0.02 0.05 -0.20
C 5.2868 0.1482 1.0104 -0.08 0.09 -0.04
H 0.1667 -4.4173 -2.8643 0.01 -0.01 0.02
H 2.7776 0.3206 -1.2709 0.03 0.04 -0.01
H 3.8522 -1.0364 -0.9809 -0.03 0.00 -0.01
C 0.9239 4.2758 -3.1422 0.15 0.08 0.06
C 0.8182 -1.3999 -1.0646 -0.07 0.11 0.26
C -2.6355 -0.8159 0.0075 0.01 0.23 -0.27
C 4.2924 2.5931 2.4647 0.02 -0.13 0.04
C 1.2177 -2.5398 -1.2171 0.08 0.10 -0.06
H -2.9581 5.8617 -1.8761 -0.01 -0.02 0.00
H 1.5695 2.7030 3.0553 -0.02 0.01 -0.01
H 0.8670 -5.8215 -2.0380 0.00 0.02 0.00
H 1.3673 -4.4682 0.6799 0.03 0.00 -0.02
H 1.0562 5.1729 -3.7339 0.01 -0.02 0.02
H 3.8328 3.5574 2.6872 0.00 0.00 0.00
H -4.0274 2.2622 1.7650 -0.03 0.00 -0.01
H -4.1620 -3.0968 0.3212 0.01 -0.01 0.03
H -3.3903 -6.1132 3.2497 0.00 0.01 -0.01
C 0.0625 -1.6827 2.0811 0.15 -0.03 -0.09
H 3.6952 -3.3662 -2.0551 -0.01 -0.01 -0.01
N 0.6372 1.9592 -1.5596 0.04 0.24 0.16
H -1.1887 1.5800 1.9056 0.03 -0.01 0.04
C -4.2834 2.2718 -1.4970 0.01 -0.05 0.02
C -1.9285 -1.5766 0.8373 0.14 -0.04 0.36
C 2.9632 0.9230 1.2366 -0.06 0.01 0.02
C 0.5344 -4.7891 -1.9074 -0.01 0.02 -0.01
C 1.8951 3.9343 -2.1329 -0.05 0.15 -0.16
C -3.3403 4.8542 -1.7703 0.03 -0.02 0.03
H -4.8234 -5.1683 1.4618 0.02 0.01 0.01
H 6.0483 0.8577 0.6858 0.00 0.03 -0.01
C -1.4500 2.2847 1.1150 -0.11 0.08 -0.14
H 4.5168 0.5178 -1.5390 0.03 0.01 0.02
C 2.1831 -4.4669 -0.0483 0.00 0.00 0.01
H 2.5244 -3.5329 -3.3694 0.00 -0.01 0.02

=====

Entry 3:
87
Properties=species:S:1:pos:R:3:forces:R:3 method="wB97M-V/def2-TZVPD" gap_ev=8.1 total_charge=+1 mol_weight_da=594.853 spin_multiplicity=1 e_tot_ev=-58266.4589
H 4.0266 -4.9606 -0.6010 0.02 -0.11 -0.02
C -3.3933 5.7817 -4.5318 -0.02 0.02 0.00
H -2.1666 -1.8838 -0.3911 -0.18 -0.32 0.02
H -7.1122 -0.8062 -0.4869 -0.45 0.10 0.03
C 1.3082 2.6531 0.7283 0.20 -0.12 -0.05
C 7.6489 -5.2209 -3.9781 0.00 0.03 0.00
H -5.1162 7.0484 -4.7434 0.00 0.00 0.00
H -3.6864 0.7314 0.4989 0.02 -0.10 0.46
H -6.0937 0.1608 2.0661 0.12 0.20 0.24
C 6.6663 -3.1657 -3.2790 0.02 0.01 -0.01
N -4.1951 2.4402 4.6230 -0.02 -0.11 0.02
C -4.3750 6.6420 -4.0680 -0.03 0.01 -0.03
H -1.3734 4.9945 2.0203 0.04 0.05 0.04
C 3.6350 1.2089 -2.3864 0.05 -0.02 -0.06
H 6.8260 -6.9440 -2.9854 0.04 -0.01 -0.04
H -4.2214 -2.4642 1.5520 -0.10 -0.15 -0.47
C 4.8118 0.6516 -1.9098 0.04 -0.01 0.05
C 3.3331 -5.1456 0.2109 0.06 0.15 -0.05
C -2.4661 5.2916 -3.6261 0.11 -0.06 0.03
C -1.1308 -0.0247 -0.0746 -0.43 -0.43 -0.04
H 1.6698 -7.6275 1.7728 0.00 0.00 0.00
C -6.1305 0.1390 0.9869 -0.49 -0.53 -0.26
H 1.8007 -3.4015 2.4693 -0.02 -0.03 0.04
C -4.3864 6.9761 -2.7239 0.00 0.00 -0.01
C -1.5689 -1.4307 0.3957 0.25 0.38 -0.12
C -3.4116 6.4324 -1.9025 0.06 -0.02 0.09
C 2.4553 0.5115 -2.1872 -0.09 0.05 0.04
H -1.6793 4.6185 -3.9492 -0.02 0.01 -0.06
H 1.5095 0.9028 -2.5503 0.04 0.06 -0.06
N 2.9429 -4.0778 0.9088 -0.05 -0.12 -0.04
H -2.0115 -0.5487 2.3148 0.14 -0.22 -0.06
H -6.8913 -1.7203 0.8176 -0.46 0.00 0.25
S -4.4343 -0.3861 0.3850 -0.17 -0.26 -0.51
H 5.1439 -3.4142 -1.7811 0.01 0.07 -0.04
H 8.2203 -3.3017 -4.7571 0.00 0.00 0.00
H 5.7570 1.1603 -2.0489 0.00 0.01 0.01
C 5.8686 -3.9055 -2.4215 -0.07 -0.05 0.07
H -1.6836 0.2919 -0.9551 -0.04 0.07 -0.23
H -6.2762 1.1206 0.5588 -0.02 0.27 0.04
C 2.9039 -6.4364 0.4795 -0.03 -0.02 0.04
H -3.3436 5.4989 -5.5740 0.02 -0.01 0.00
H 3.4195 -2.1163 -0.5550 0.06 0.03 0.06
H 5.6474 -1.0267 -0.8480 0.00 -0.02 0.01
C 4.7542 -0.5635 -1.2450 -0.02 0.10 -0.03
H -0.6798 -2.0402 0.4746 0.19 -0.22 0.03
H -1.9703 -2.2868 2.3432 0.01 -0.25 0.14
H -1.3170 0.7191 0.6924 0.31 0.20 0.07
C -3.7260 1.8017 5.6928 -0.14 0.11 0.05
C -0.6136 4.3387 1.6168 -0.01 -0.06 0.05
H -2.2771 0.4812 6.5714 -0.01 0.02 0.02
H -5.1317 7.6468 -2.3200 0.01 0.01 0.02
N 1.3174 2.9726 2.0206 -0.19 -0.04 -0.02
H -4.2174 -1.0797 2.6274 -0.12 0.06 0.26
C -3.8101 -1.4752 1.7044 0.45 0.70 0.44
C -2.6153 0.9699 5.6685 0.06 -0.04 -0.07
H 6.5735 -2.0889 -3.3219 -0.03 0.01 0.01
C -2.4320 1.4464 3.3418 -0.08 0.21 0.00
C 3.5175 -1.1724 -1.0824 -0.02 -0.12 0.04
C 2.0243 -6.6342 1.5296 -0.01 -0.05 0.00
N -2.4622 5.6018 -2.3305 -0.10 -0.04 -0.01
H -1.0836 0.1489 4.4032 0.03 0.01 0.02
H -4.2716 1.9701 6.6141 0.04 -0.03 0.03
H -3.9458 2.7995 2.6229 0.05 0.06 -0.05
C 0.3854 3.1448 -0.1825 0.00 -0.02 0.01
H 3.2556 -7.2629 -0.1216 0.03 0.02 -0.02
H 8.3459 -5.7882 -4.5787 0.00 -0.02 0.00
H -1.3339 4.4149 -0.4129 0.06 0.06 -0.05
C 7.5773 -3.8412 -4.0742 0.03 0.02 -0.03
N -7.1431 -0.7769 0.5302 1.24 -0.03 -0.30
H 0.3769 4.0245 3.5041 -0.02 0.08 -0.01
H 2.0805 1.9594 0.4102 0.01 0.03 -0.05
N 5.9220 -5.2320 -2.3168 0.01 0.08 -0.04
H -1.9426 1.3417 2.3808 0.02 0.31 0.20
C 2.0965 -4.2873 1.9156 0.01 0.12 0.00
C -3.5469 2.2590 3.4762 -0.04 -0.01 -0.07
C 6.8023 -5.8651 -3.0893 -0.05 -0.11 0.07
H -3.3810 6.6747 -0.8455 -0.05 0.04 0.00
C -0.5959 4.0106 0.2710 -0.18 -0.01 -0.08
C -2.2804 -1.4341 1.7516 -0.25 -0.18 -0.28
C -1.9559 0.7875 4.4647 0.03 -0.02 0.09
H -0.0812 -0.0412 -0.3359 0.23 0.22 -0.01
H 3.6335 2.1565 -2.9071 -0.01 0.00 -0.01
H 0.4334 2.8506 -1.2229 0.03 0.01 0.00
H 0.9294 -5.6456 3.1002 0.00 0.01 0.01
C 0.3623 3.7992 2.4431 0.01 -0.04 0.14
C 1.6101 -5.5360 2.2669 -0.01 0.00 -0.01
N 2.3826 -0.6508 -1.5450 -0.16 -0.01 0.06